Entry 1:
14
Properties=species:S:1:pos:R:3 method="wB97M-V/def2-TZVPD" homo_lumo_gap_ev="9.310 / 6.765" e_above_lowest_kj_mol=509.0 charge=0 lumo_ev="-0.1 / -1.5"
C -0.665 1.824 0.203
C -1.558 2.301 -0.594
C 0.618 1.131 -0.213
C 0.359 -0.101 -1.054
C -0.410 -1.246 -0.419
O 0.154 0.063 -2.316
Cl -2.152 2.542 -2.108
H -0.780 1.823 1.243
H 1.117 1.759 -0.922
H 1.220 0.729 0.682
H 1.468 -0.401 -1.027
H -0.131 -2.012 -1.168
H -1.450 -0.958 -0.429
H -0.140 -1.642 0.579



Entry 2:
15
Properties=species:S:1:pos:R:3 method="wB97M-V/def2-TZVPD" homo_lumo_gap_ev=7.477 e_above_lowest_kj_mol=312.8 charge=+1 lumo_ev=-6.1
C -2.544 -0.480 -0.383
C 1.990 -1.305 0.373
C -1.421 0.392 -0.066
C 2.673 -0.422 -0.299
C -0.792 1.669 0.321
O -1.240 -0.871 -0.017
H -3.336 -0.518 0.372
H -2.831 -0.526 -1.548
H 2.006 -2.419 0.101
H 1.434 -1.182 1.293
H 3.171 -0.617 -1.133
H 2.794 0.584 -0.007
H -0.009 1.302 0.981
H -0.367 2.086 -0.641
H -1.528 2.307 0.653



Entry 3:
34
Properties=species:S:1:pos:R:3 method="wB97M-V/def2-TZVPD" homo_lumo_gap_ev=10.080 smiles="C[C@@H](O)CNC=O.O.O.O.O.O.O" e_above_lowest_kj_mol=270.0 charge=0 lumo_ev=-0.1
C 0.009 0.445 -2.671
C -0.118 -0.217 -1.315
O -0.911 -1.392 -1.432
C 1.253 -0.655 -0.794
N 1.359 -0.463 0.647
C 2.353 -1.088 1.338
O 3.294 -1.624 0.804
H 0.524 -0.217 -3.371
H 0.556 1.382 -2.645
H -0.972 0.647 -3.109
H -0.592 0.466 -0.595
H -1.862 -1.126 -1.383
H 1.398 -1.689 -1.079
H 2.043 -0.097 -1.283
H 0.516 -0.168 1.133
H 2.242 -1.013 2.419
O -3.040 1.418 0.729
H -2.196 1.160 1.157
H -2.901 2.260 0.258
O -3.453 -0.779 -0.762
H -3.413 0.079 -0.313
H -3.387 -1.432 -0.058
O 1.155 2.355 1.420
H 1.784 1.904 0.776
H 1.717 2.732 2.092
O -0.738 0.475 1.906
H -0.946 0.474 2.850
H -0.018 1.154 1.827
O 2.935 0.855 -0.185
H 3.193 1.054 -1.097
H 2.498 -0.038 -0.221
O -1.700 -2.540 1.089
H -1.234 -2.486 0.221
H -1.351 -1.833 1.645



Entry 4:
10
Properties=species:S:1:pos:R:3 method="wB97M-V/def2-TZVPD" homo_lumo_gap_ev=10.569 smiles="[H]/N=C(/C=O)OC=O" e_above_lowest_kj_mol=151.7 charge=0 lumo_ev=-0.1
H -1.511 -0.542 -1.912
N -1.157 -1.116 -1.144
C -0.309 -0.494 -0.455
C 0.424 -1.237 0.641
O 1.598 -1.083 0.849
O 0.094 0.796 -0.755
C 0.307 1.648 0.285
O 0.101 1.394 1.435
H -0.208 -1.973 1.169
H 0.661 2.606 -0.113



Entry 5:
51
Properties=species:S:1:pos:R:3 method="wB97M-V/def2-TZVPD" homo_lumo_gap_ev=6.669 e_above_lowest_kj_mol=60.3 charge=+1 lumo_ev=-4.6
Ti 0.351 0.555 0.141
C -1.533 2.730 2.515
Se -0.637 1.004 2.599
C 0.894 1.487 3.729
C 1.191 0.383 4.726
Se 1.385 -1.386 3.908
C -0.189 -2.219 4.693
H -0.833 3.512 2.235
H -1.961 2.939 3.491
H -2.330 2.637 1.780
H 0.620 2.414 4.232
H 1.733 1.663 3.061
H 0.410 0.302 5.479
H 2.130 0.610 5.229
H -0.105 -2.218 5.776
H -0.204 -3.245 4.335
H -1.093 -1.706 4.374
N -1.007 2.756 -3.825
C -1.246 1.544 -2.943
C -2.378 0.715 -3.554
P -1.753 2.052 -1.251
O -0.509 2.953 -0.691
O -3.005 2.806 -1.269
O -1.538 0.758 -0.439
P 0.398 0.665 -2.988
O -0.024 -0.847 -2.978
O 1.070 1.203 -4.187
O 1.045 0.945 -1.606
H -0.735 3.584 -3.294
H -1.834 2.985 -4.376
H -0.196 2.480 -4.429
H -3.299 1.299 -3.582
H -2.554 -0.173 -2.951
H -2.112 0.382 -4.559
H -0.782 3.834 -0.398
H 0.571 -1.539 -3.332
O 1.989 -5.480 -2.719
C 1.666 -4.395 -2.384
O 1.428 -3.219 -2.939
C 1.288 -3.506 -1.285
C -0.095 -3.374 -0.846
C -0.456 -2.272 -0.180
N 0.478 -1.319 0.204
C 1.832 -1.658 0.129
C 2.268 -2.728 -0.541
C 2.731 -0.598 0.711
O 3.904 -0.712 0.854
O 2.011 0.526 0.969
H -0.827 -4.120 -1.122
H -1.482 -2.058 0.087
H 3.326 -2.949 -0.589



Entry 6:
51
Properties=species:S:1:pos:R:3 method="wB97M-V/def2-TZVPD" homo_lumo_gap_ev=6.050 e_above_lowest_kj_mol=0.0 charge=-2 lumo_ev=4.5
Mg 10.803 9.084 5.953
N 9.927 11.142 6.365
C 11.000 12.138 6.388
C 12.195 11.727 5.535
O 12.999 12.623 5.168
N 12.200 10.480 5.185
C 13.380 9.852 4.599
C 13.299 8.316 4.736
O 14.165 7.557 4.270
O 12.198 7.838 5.230
H 9.311 11.290 7.124
H 9.423 11.250 5.524
H 10.656 13.053 5.957
H 11.251 12.293 7.449
H 13.475 9.945 3.482
H 14.343 10.167 5.053
C 14.756 5.413 6.845
S 13.410 4.360 7.358
C 12.197 5.662 7.861
O 13.844 3.690 8.634
H 14.982 6.126 7.624
H 14.420 5.939 5.949
H 15.560 4.746 6.509
H 12.199 6.527 7.244
H 12.484 6.017 8.846
H 11.198 5.171 7.809
O 9.748 10.214 9.127
C 10.075 9.104 8.784
O 10.876 8.710 7.931
H 9.738 8.157 9.445
C 6.907 5.140 6.522
C 7.272 6.582 6.607
C 7.551 6.879 8.116
O 8.525 6.764 5.815
B 8.670 8.188 5.606
O 7.374 8.717 5.744
C 6.399 7.670 6.000
C 5.926 7.223 4.594
C 5.254 8.228 6.754
H 7.757 4.497 6.671
H 6.454 4.853 5.575
H 6.043 4.810 7.106
H 8.537 6.523 8.423
H 6.801 6.436 8.720
H 7.698 7.915 8.276
H 6.753 6.882 3.919
H 5.575 8.134 4.070
H 5.085 6.602 4.695
H 5.548 8.504 7.790
H 4.329 7.627 6.737
H 4.992 9.153 6.275



Entry 7:
45
Properties=species:S:1:pos:R:3 method="wB97M-V/def2-TZVPD" homo_lumo_gap_ev="5.678 / 5.679" charge=+2 lumo_ev="-8.8 / -8.8"
C 0.631 2.034 0.055
H 1.098 2.369 0.985
H 1.407 1.957 -0.707
H 1.217 0.049 1.398
C -0.500 2.956 -0.361
H -1.209 2.431 -1.013
H -1.070 3.268 0.524
C 0.030 4.202 -1.090
H -0.791 4.846 -1.426
H 0.678 4.794 -0.434
H 0.619 3.918 -1.971
C -0.843 -2.002 -0.530
C -1.256 -0.931 -1.451
C -0.050 -0.329 -2.013
C 1.118 -0.988 -1.403
C 0.622 -2.055 -0.516
C 1.447 -3.029 0.202
C 2.515 -0.729 -1.757
C 0.013 0.716 -3.036
C -2.639 -0.607 -1.816
C -1.744 -2.915 0.177
Tl -0.047 0.067 0.188
H 3.203 -1.006 -0.948
H 2.800 -1.313 -2.649
H 2.693 0.330 -1.992
H 2.472 -2.664 0.352
H 1.035 -3.277 1.192
H 1.511 -3.968 -0.373
H -2.716 -2.448 0.388
H -1.937 -3.811 -0.435
H -1.325 -3.255 1.135
H -2.727 0.395 -2.257
H -3.024 -1.328 -2.555
H -3.311 -0.643 -0.946
H 0.854 1.406 -2.878
H 0.154 0.256 -4.029
H -0.907 1.313 -3.079
N 0.000 1.199 4.611
C 0.004 0.000 3.938
N 0.000 -1.199 4.611
S -0.024 -0.009 2.422
H 0.000 1.237 5.633
H 0.001 2.117 4.111
H 0.000 -2.117 4.110
H 0.000 -1.238 5.633



Entry 8:
8
Properties=species:S:1:pos:R:3 method="wB97M-V/def2-TZVPD" homo_lumo_gap_ev="7.731 / 7.735" e_above_lowest_kj_mol=514.7 charge=0 lumo_ev="-0.5 / -0.5"
C 0.418 -0.608 0.378
C 2.144 -1.790 1.681
N 1.162 -1.386 1.127
N 1.224 1.490 1.132
N 0.429 0.844 0.549
Cl 2.483 -2.419 3.172
H -0.461 -0.837 -0.140
H -0.483 1.096 -0.022



no.,total energy (eV)
1,-19862.677
2,-7366.599
3,-22356.975
4,-10791.128
5,-209663.969
6,-50208.987
7,-33441.321
8,-19093.377